Density functional theory data (ωB97M-V/def2-TZVPD) for a 4-piece molecular cluster, C23H53NO12 overall.

Last column: Mulliken charge in e.
CARTESIAN COORDINATES (ANGSTROEM)
C 0.254 -2.803 -1.644  -1.092
C 0.653 -1.427 -2.193  1.629
C 1.411 -0.600 -1.155  -1.197
C -0.553 -0.684 -2.748  -1.214
O -1.694 -0.828 -1.867  -0.006
C -2.865 -1.166 -2.422  0.573
O -3.015 -1.766 -3.439  -0.516
O -3.885 -0.678 -1.664  -0.235
N -3.935 -1.395 -0.398  -0.583
H 0.061 -2.759 -0.568  -0.020
H 1.056 -3.524 -1.813  0.248
H -0.648 -3.188 -2.125  0.397
H 1.326 -1.595 -3.040  -0.241
H 1.982 0.207 -1.620  0.381
H 0.723 -0.166 -0.424  0.215
H 2.124 -1.227 -0.613  0.200
H -0.364 0.392 -2.802  0.275
H -0.832 -1.054 -3.734  0.532
H -4.789 -1.010 -0.002  0.293
H -3.171 -0.997 0.154  0.317
C -3.458 -3.197 6.137  -0.773
O -3.279 -1.999 5.418  -0.286
C -2.735 -0.930 6.166  -0.575
C -1.707 -0.155 5.372  -0.159
O -0.490 -0.848 5.152  -0.410
C -0.458 -1.858 4.158  -0.559
C -0.379 -1.339 2.740  -0.247
O -1.592 -0.727 2.339  -0.190
C -1.445 0.461 1.595  -0.517
H -4.362 -3.170 6.756  0.315
H -3.558 -4.003 5.411  0.240
H -2.599 -3.409 6.782  0.348
H -2.277 -1.298 7.091  0.341
H -3.536 -0.231 6.443  0.362
H -1.427 0.708 5.983  0.377
H -2.141 0.213 4.441  0.024
H -1.289 -2.559 4.262  0.200
H 0.473 -2.400 4.343  0.389
H -0.166 -2.194 2.083  0.094
H 0.455 -0.633 2.654  0.402
H -0.649 1.101 1.989  0.643
H -2.391 1.001 1.658  0.197
H -1.231 0.235 0.544  -0.237
C 3.504 -6.029 -4.940  -0.738
O 4.434 -4.985 -4.770  -0.323
C 3.961 -3.702 -5.128  -0.566
C 4.402 -2.642 -4.144  -0.421
O 3.770 -2.712 -2.877  -0.129
C 4.136 -3.745 -1.977  -0.277
C 5.492 -3.568 -1.330  -0.811
O 6.547 -3.760 -2.250  -0.322
C 7.612 -2.847 -2.130  -0.759
H 3.432 -6.346 -5.986  0.316
H 3.848 -6.873 -4.343  0.240
H 2.506 -5.737 -4.595  0.318
H 2.866 -3.699 -5.195  0.314
H 4.357 -3.424 -6.114  0.384
H 4.077 -1.683 -4.558  0.396
H 5.490 -2.622 -4.056  0.182
H 4.051 -4.733 -2.433  0.132
H 3.401 -3.679 -1.170  0.419
H 5.570 -4.307 -0.520  0.402
H 5.549 -2.571 -0.878  0.368
H 7.249 -1.825 -1.979  0.344
H 8.180 -2.884 -3.059  0.239
H 8.280 -3.106 -1.301  0.317
C -3.696 3.394 -0.684  -0.380
O -2.903 4.553 -0.805  -0.283
C -3.580 5.699 -1.283  -0.576
C -3.172 6.943 -0.525  -0.321
O -3.647 6.997 0.811  -0.412
C -2.982 6.221 1.793  -0.190
C -1.680 6.815 2.283  -0.572
O -0.671 6.757 1.294  -0.285
C 0.127 7.912 1.192  -0.781
H -3.807 2.878 -1.643  0.350
H -3.187 2.728 0.012  -0.171
H -4.691 3.628 -0.290  0.383
H -4.665 5.568 -1.207  0.336
H -3.334 5.858 -2.342  0.367
H -3.656 7.787 -1.024  0.378
H -2.092 7.087 -0.579  0.156
H -2.834 5.190 1.468  0.064
H -3.662 6.217 2.650  0.376
H -1.364 6.241 3.165  0.357
H -1.851 7.850 2.600  0.338
H -0.478 8.823 1.247  0.351
H 0.626 7.881 0.224  0.238
H 0.890 7.952 1.977  0.314

Its SMILES is CC(C)COC(=O)ON.COCCOCCOC.COCCOCCOC.COCCOCCOC. The HOMO energy is -0.3362 hartree. The energy above the lowest of the compared OMol25 structures with the same formula, charge and spin comes out at 193.0 kJ/mol.

---

Density functional theory data (ωB97M-V/def2-TZVPD) for an isolated ion of composition C3H9NS2 and charge +1 at a distorted geometry.

Last column: Mulliken charge in e.
CARTESIAN COORDINATES (ANGSTROEM)
S -2.211 -0.526 -3.234  0.054
S -1.927 -0.237 -0.824  0.171
C -0.290 -0.922 -0.956  -0.481
C 0.613 -0.521 0.263  -0.651
C 0.488 0.895 0.833  -0.603
N 1.533 0.840 1.924  -0.506
H -3.350 -0.051 -2.620  0.229
H -0.237 -1.994 -0.708  0.415
H 0.165 -0.457 -1.837  0.498
H 0.325 -1.202 1.080  0.317
H 1.622 -0.808 -0.072  0.348
H 0.539 1.712 0.066  0.381
H -0.441 0.967 1.377  0.373
H 2.148 1.635 1.930  0.228
H 1.021 0.667 2.779  0.225

The HOMO energy (spin up / spin down) is -0.4890 / -0.4708 hartree. As for the spin multiplicity: 2. Its charge is +1. The energy above the lowest of the compared OMol25 structures with the same formula, charge and spin comes out at 258.5 kJ/mol.

---

Density functional theory data (ωB97M-V/def2-TZVPD) for an isolated ion of composition C10H15ClN and charge +1 at a distorted geometry.

Last column: Mulliken charge in e.
CARTESIAN COORDINATES (ANGSTROEM)
C 1.611 2.605 -0.482  -0.893
N 1.115 1.527 0.344  -0.118
C 0.723 0.220 -0.267  -0.745
C -0.711 -0.131 -0.027  0.762
C -1.634 -0.449 -0.993  -0.319
C -2.991 -0.633 -0.664  -0.558
C -3.403 -0.597 0.590  -0.449
C -2.490 -0.303 1.637  -0.847
C -1.107 -0.128 1.327  -0.485
C 1.590 -0.928 0.233  0.103
C 1.757 -2.088 -0.769  -1.215
Cl 3.305 -0.255 0.443  -0.178
H 0.890 2.783 -1.248  0.396
H 1.584 3.539 0.115  0.328
H 2.501 2.143 -0.953  0.309
H 2.006 1.101 1.017  0.440
H 0.274 1.873 0.968  0.499
H 0.836 0.232 -1.314  0.534
H -1.263 -0.485 -2.073  0.288
H -3.688 -0.846 -1.443  0.419
H -4.460 -0.589 0.850  0.375
H -2.890 -0.313 2.641  0.390
H -0.377 0.098 2.063  0.485
H 1.281 -1.257 1.193  0.446
H 2.170 -1.688 -1.782  0.340
H 0.896 -2.709 -1.142  0.302
H 2.474 -2.721 -0.265  0.392

Its SMILES is C[NH2+][C@H](c1ccccc1)[C@@H](C)Cl. The HOMO energy is -0.4769 hartree. Its charge is +1. The energy above the lowest of the compared OMol25 structures with the same formula, charge and spin comes out at 34.5 kJ/mol.

---

Density functional theory data (ωB97M-V/def2-TZVPD) for C41H37BCrO5S as an isolated structure at a distorted geometry.

Last column: Mulliken charge in e.
CARTESIAN COORDINATES (ANGSTROEM)
C -2.380 -3.975 -3.713  -1.222
C -2.077 -3.935 -2.262  0.620
C -2.955 -4.248 -1.239  -0.896
C -2.365 -4.165 0.052  -0.396
C -1.027 -3.759 0.067  0.347
B -2.439 0.839 1.512  0.954
C -0.045 -4.035 1.101  1.326
C -0.424 -4.761 2.257  -0.296
C 0.512 -5.108 3.229  -0.984
C 1.854 -4.742 3.068  -0.368
C 2.254 -4.022 1.932  -0.898
C 1.317 -3.681 0.961  -0.244
O -2.211 0.333 0.229  -0.527
C -3.335 0.841 -0.501  1.399
C -3.003 2.265 -0.986  -1.785
C -3.579 -0.048 -1.696  -1.630
C -4.473 0.822 0.606  1.115
C -5.614 1.760 0.329  -1.706
C -5.075 -0.559 0.866  -1.680
O -3.737 1.203 1.791  -0.840
S -0.556 -3.458 -1.619  -0.138
H -3.362 -4.433 -3.887  0.388
H -2.391 -2.962 -4.146  0.305
H -1.617 -4.548 -4.260  0.391
H -3.964 -4.603 -1.431  0.439
H -2.894 -4.431 0.955  0.462
H -1.472 -5.033 2.378  0.311
H 0.199 -5.655 4.127  0.446
H 2.581 -4.991 3.844  0.498
H 3.302 -3.722 1.826  0.462
H 1.623 -3.109 0.083  0.359
H -3.662 2.567 -1.814  0.412
H -3.102 3.009 -0.184  0.256
H -1.970 2.308 -1.350  0.422
H -4.531 0.227 -2.161  0.376
H -2.784 0.087 -2.438  0.511
H -3.625 -1.109 -1.433  0.172
H -6.010 1.539 -0.668  0.373
H -6.413 1.606 1.065  0.461
H -5.301 2.807 0.347  0.316
H -5.817 -0.814 0.100  0.419
H -4.320 -1.353 0.875  0.135
H -5.573 -0.562 1.844  0.474
O 3.130 7.276 3.372  -0.230
C 2.719 6.560 2.550  0.456
Cr 2.170 5.125 1.409  -0.249
C 1.576 4.300 2.996  0.520
O 1.325 3.747 3.993  -0.337
C 3.828 4.358 1.940  0.404
O 4.781 3.962 2.479  -0.257
C 2.253 6.290 -0.443  -0.656
C 1.006 6.475 0.172  -0.898
C 0.243 5.373 0.565  0.141
C 0.690 4.047 0.323  0.687
C 0.023 2.882 0.907  0.325
C -0.470 1.934 1.491  -2.935
C -1.151 0.981 2.389  5.472
C -0.387 -0.242 2.796  -0.216
C 1.002 -0.176 2.747  -0.819
C 1.752 -0.979 3.609  -0.803
C 1.104 -1.852 4.483  -0.910
C -0.271 -2.069 4.358  -0.519
C -1.031 -1.267 3.503  -0.604
C -1.650 1.782 3.613  0.238
C -2.338 2.980 3.379  0.028
C -2.862 3.731 4.433  -0.976
C -2.747 3.256 5.750  -0.653
C -2.040 2.076 5.998  -0.738
C -1.431 1.398 4.941  -0.378
C 1.937 3.890 -0.308  -0.662
C 2.709 4.992 -0.691  -0.689
H 2.867 7.151 -0.717  0.520
H 0.651 7.488 0.381  0.539
H -0.702 5.514 1.093  0.609
H 1.473 0.572 2.113  0.517
H 2.837 -0.879 3.619  0.530
H 1.678 -2.400 5.234  0.461
H -0.746 -2.863 4.936  0.529
H -2.117 -1.363 3.456  0.523
H -2.433 3.345 2.360  0.347
H -3.372 4.679 4.223  0.532
H -3.214 3.796 6.578  0.466
H -1.959 1.676 7.008  0.532
H -0.812 0.532 5.157  0.451
H 2.311 2.872 -0.442  0.598
H 3.685 4.832 -1.154  0.564

The HOMO energy (spin up / spin down) is -0.5795 / -0.5948 hartree. As for the spin multiplicity: 4. Its charge is +3. The energy above the lowest of the compared OMol25 structures with the same formula, charge and spin comes out at 4.9 kJ/mol.

---

Density functional theory data (ωB97M-V/def2-TZVPD) for C4H6AuO2 as an isolated structure at a distorted geometry.

Last column: Mulliken charge in e.
CARTESIAN COORDINATES (ANGSTROEM)
O 1.313 2.745 0.070  -0.398
C 0.688 1.608 -0.417  -0.335
C 0.199 0.627 0.389  0.388
C -0.766 -0.379 -0.076  -0.721
C -0.549 -1.887 0.082  -0.087
O 0.534 -2.233 0.904  -0.552
Au 1.595 -0.704 0.793  0.673
H 0.661 3.435 0.224  0.363
H 0.491 1.617 -1.502  0.346
H -1.095 -0.182 -1.114  0.394
H -1.171 -0.001 1.067  0.297
H -0.425 -2.327 -0.930  0.305
H -1.476 -2.319 0.510  0.327

The HOMO energy (spin up / spin down) is -0.5103 / -0.5388 hartree. As for the spin multiplicity: 3. Its charge is +1. The energy above the lowest of the compared OMol25 structures with the same formula, charge and spin comes out at 70.8 kJ/mol.

---

Density functional theory data (ωB97M-V/def2-TZVPD) for a 6-piece molecular cluster, H12O6 overall.

Last column: Mulliken charge in e.
CARTESIAN COORDINATES (ANGSTROEM)
O 0.953 4.185 -1.583  -0.652
H 1.714 3.649 -1.338  0.292
H 0.236 3.541 -1.764  0.384
O -1.304 2.478 -1.700  -0.690
H -2.041 2.887 -1.233  0.326
H -1.020 1.741 -1.127  0.376
O 0.283 0.849 -0.059  -0.678
H 0.516 0.069 0.463  0.324
H 0.601 1.598 0.462  0.318
O -1.372 -1.511 1.412  -0.653
H -2.228 -1.333 1.006  0.292
H -1.590 -1.834 2.298  0.294
O 1.025 -2.803 2.197  -0.652
H 1.243 -3.381 1.459  0.349
H 0.261 -2.301 1.882  0.381
O 0.929 -2.970 -0.635  -0.646
H 1.649 -2.444 -1.003  0.328
H 0.143 -2.419 -0.738  0.306

Its SMILES is O.O.O.O.O.O. The HOMO energy is -0.3970 hartree. The energy above the lowest of the compared OMol25 structures with the same formula, charge and spin comes out at 112.0 kJ/mol.

---

Density functional theory data (ωB97M-V/def2-TZVPD) for C40H42CaN3O6S3Sb as an isolated structure at a distorted geometry.

Last column: Mulliken charge in e.
CARTESIAN COORDINATES (ANGSTROEM)
Ca -0.676 1.003 -0.221  1.793
C -1.898 -0.368 -3.885  -1.224
C -3.225 -0.123 -3.251  0.685
C -4.386 -0.203 -4.028  -0.822
C -5.608 0.089 -3.469  -0.569
C -5.644 0.470 -2.133  -0.895
C -4.454 0.513 -1.419  -0.229
N -3.267 0.204 -1.952  0.911
Sb -4.609 1.339 0.548  0.851
C -3.264 2.965 0.117  0.321
C -3.725 3.925 -0.765  -0.774
C -2.921 5.023 -1.033  -0.565
C -1.708 5.135 -0.386  -0.752
C -1.314 4.131 0.495  1.288
C 0.021 4.197 1.170  -1.404
N -2.075 3.057 0.727  -0.365
C -3.385 0.026 1.742  -0.274
C -4.157 -0.793 2.557  -0.782
C -3.546 -1.545 3.547  -0.666
C -2.193 -1.385 3.741  -1.108
C -1.470 -0.551 2.889  0.518
C -0.011 -0.336 3.122  -0.417
N -2.050 0.093 1.861  0.601
H -1.995 -1.013 -4.758  0.558
H -1.457 0.577 -4.198  0.239
H -1.200 -0.805 -3.173  -0.067
H -4.301 -0.484 -5.069  0.508
H -6.516 0.032 -4.055  0.415
H -6.580 0.724 -1.652  0.460
H -4.687 3.813 -1.252  0.407
H -3.238 5.777 -1.743  0.415
H -1.047 5.971 -0.572  0.408
H 0.169 5.174 1.633  0.603
H 0.100 3.428 1.939  0.178
H 0.810 4.045 0.430  0.086
H -5.233 -0.828 2.428  0.445
H -4.126 -2.204 4.182  0.445
H -1.675 -1.891 4.545  0.448
H 0.271 -0.672 4.121  0.548
H 0.572 -0.891 2.392  -0.323
H 0.243 0.716 3.014  0.032
O 0.368 2.071 -3.921  -0.847
S 0.254 1.946 -2.488  0.695
O 1.178 2.799 -1.714  -0.459
O 0.494 0.514 -2.032  -0.337
O -1.141 2.231 -1.987  -0.418
O 1.389 1.081 0.740  -0.678
S 2.677 1.821 0.461  0.454
C 3.771 1.410 1.877  -1.681
C 4.383 0.041 1.955  0.239
C 3.592 -1.104 1.953  0.931
C 4.179 -2.359 2.006  -0.842
C 5.559 -2.482 2.083  -0.458
C 6.354 -1.345 2.090  -0.794
C 5.767 -0.089 2.018  -0.417
C 3.460 0.923 -0.885  -0.739
C 4.771 1.559 -1.255  0.105
C 4.848 2.924 -1.522  -0.126
C 6.060 3.497 -1.882  -0.799
C 7.199 2.715 -1.993  -0.449
C 7.124 1.351 -1.745  -0.734
C 5.918 0.779 -1.374  -0.289
H 3.116 1.611 2.729  0.615
H 4.547 2.178 1.879  0.481
H 2.518 -1.019 1.856  0.050
H 3.549 -3.239 1.978  0.476
H 6.016 -3.463 2.131  0.409
H 7.432 -1.433 2.142  0.387
H 6.391 0.796 1.997  0.391
H 2.731 0.968 -1.687  0.506
H 3.571 -0.112 -0.561  0.330
H 3.954 3.532 -1.478  0.509
H 6.106 4.559 -2.091  0.411
H 8.140 3.165 -2.282  0.390
H 8.008 0.732 -1.837  0.407
H 5.862 -0.282 -1.163  0.395
C -4.828 -5.436 1.662  -1.622
C -3.680 -4.607 1.162  1.085
C -2.410 -4.731 1.711  -0.722
C -1.349 -3.965 1.245  -0.945
C -1.569 -3.071 0.213  -0.171
C -2.832 -2.914 -0.344  -0.403
C -3.875 -3.687 0.131  -0.720
S -0.220 -2.031 -0.324  1.733
C 0.189 -2.811 -1.879  -1.483
O 0.930 -2.316 0.579  -0.780
H -4.554 -5.994 2.557  0.364
H -5.150 -6.153 0.905  0.358
H -5.690 -4.810 1.903  0.348
H -2.246 -5.433 2.521  0.342
H -0.359 -4.040 1.678  0.510
H -3.003 -2.178 -1.118  0.376
H -4.865 -3.564 -0.296  0.426
H 0.692 -3.745 -1.630  0.473
H 0.845 -2.126 -2.413  0.323
H -0.719 -2.999 -2.451  0.467

The HOMO energy is -0.3042 hartree.

---

Density functional theory data (ωB97M-V/def2-TZVPD) for C12H21CrO5S4 as an isolated structure at a distorted geometry.

Last column: Mulliken charge in e.
CARTESIAN COORDINATES (ANGSTROEM)
Cr -0.494 -0.094 -0.717  0.601
C -0.798 -0.267 3.461  -0.916
C -0.144 -1.421 2.721  -0.664
S -1.014 -1.635 1.111  0.095
C -0.228 -3.137 0.444  -0.709
C 1.217 -2.970 0.020  -0.828
S 1.506 -1.446 -0.968  0.051
C 2.620 -0.528 0.181  -0.103
C 2.731 0.912 -0.263  -1.001
S 1.119 1.785 -0.286  0.124
C 1.098 2.695 1.305  -1.029
C 0.730 1.892 2.532  -0.587
S -0.964 1.195 2.384  0.045
H -0.229 0.011 4.349  0.471
H -1.813 -0.524 3.760  0.425
H -0.263 -2.351 3.278  0.530
H 0.916 -1.238 2.559  0.299
H -0.856 -3.384 -0.416  0.383
H -0.321 -3.932 1.186  0.614
H 1.508 -3.807 -0.619  0.514
H 1.899 -2.934 0.869  0.429
H 3.601 -1.007 0.148  0.523
H 2.208 -0.604 1.187  -0.281
H 3.109 0.961 -1.287  0.477
H 3.406 1.473 0.384  0.505
H 0.371 3.491 1.139  0.434
H 2.085 3.145 1.414  0.513
H 0.726 2.565 3.390  0.498
H 1.434 1.084 2.724  0.377
O -3.275 2.849 -1.373  -0.422
C -2.346 1.950 -1.439  0.657
O -2.053 1.197 -0.517  -0.362
C -1.557 1.909 -2.735  -0.594
O -0.720 0.764 -2.754  -0.348
C -1.082 -0.272 -3.659  -0.433
C -1.634 -1.522 -2.894  0.551
O -2.093 -2.438 -3.513  -0.541
O -1.488 -1.435 -1.626  -0.392
H -3.763 2.882 -0.525  0.424
H -0.902 2.792 -2.777  0.379
H -2.238 1.948 -3.593  0.504
H -0.182 -0.596 -4.192  0.354
H -1.826 0.041 -4.394  0.433

The HOMO energy (spin up / spin down) is -0.5675 / -0.5681 hartree. As for the spin multiplicity: 2. Its charge is +2. The energy above the lowest of the compared OMol25 structures with the same formula, charge and spin comes out at 70.1 kJ/mol.